{"formula": "C12H38ClFIN14O11P", "method": "ωB97M-V/def2-TZVPD", "symbols": ["C", "C", "F", "O", "P", "O", "O", "Cl", "O", "C", "C", "C", "I", "H", "H", "H", "H", "H", "H", "H", "H", "H", "H", "C", "O", "N", "N", "H", "H", "H", "H", "C", "O", "N", "N", "H", "H", "H", "H", "C", "O", "N", "N", "H", "H", "H", "H", "C", "O", "N", "N", "H", "H", "H", "H", "C", "O", "N", "N", "H", "H", "H", "H", "C", "O", "N", "N", "H", "H", "H", "H", "C", "O", "N", "N", "H", "H", "H", "H"], "xyz": [[5.2052, 1.2760, -3.9293], [4.1158, 2.2651, -3.5439], [3.1428, 1.5568, -2.8805], [3.6045, 2.7920, -4.7518], [2.6535, 4.0731, -4.5617], [2.5660, 4.5717, -3.2012], [3.2262, 5.2368, -5.5813], [3.6864, 6.6093, -4.7116], [1.2681, 3.6748, -5.2074], [0.3484, 3.2032, -4.1811], [-0.7237, 2.3236, -4.7963], [-1.6320, 1.7563, -3.7151], [-2.6053, 3.2583, -2.5273], [4.8030, 0.7047, -4.7611], [6.0829, 1.8273, -4.2509], [5.4076, 0.6420, -3.0731], [4.4831, 3.0354, -2.8728], [0.8468, 2.5874, -3.4320], [-0.0856, 4.0492, -3.6590], [-0.1951, 1.4695, -5.2272], [-1.2665, 2.8417, -5.5844], [-2.3968, 1.1158, -4.1310], [-1.0268, 1.1714, -3.0309], [-2.8536, -0.3149, -0.0740], [-2.8468, -0.1472, -1.2825], [-2.6568, -1.5377, 0.5003], [-3.0596, 0.7150, 0.7998], [-2.6600, -1.6964, 1.4900], [-2.5052, -2.3178, -0.1122], [-3.2060, 1.6269, 0.4053], [-3.0706, 0.6060, 1.7960], [1.8268, 8.1960, -0.4009], [1.5705, 9.3159, 0.0047], [2.7566, 7.3911, 0.2017], [1.2140, 7.6452, -1.4884], [2.9808, 6.4676, -0.1177], [3.2292, 7.7598, 1.0050], [0.5254, 8.2020, -1.9580], [1.4174, 6.7237, -1.8348], [-0.5310, -4.6081, 1.4872], [-1.7490, -4.6659, 1.3351], [0.1154, -5.2536, 2.4862], [0.2747, -3.8749, 0.6569], [1.1141, -5.2083, 2.6284], [-0.4468, -5.8005, 3.1214], [-0.1644, -3.3776, -0.0950], [1.2690, -3.8167, 0.7663], [-1.8712, -3.0339, 5.4456], [-2.1202, -2.8503, 6.6246], [-0.6332, -2.8106, 4.9107], [-2.8049, -3.4808, 4.5521], [-0.4181, -2.9618, 3.9426], [0.0858, -2.4903, 5.5308], [-3.7250, -3.6601, 4.9061], [-2.6136, -3.6504, 3.5788], [4.1913, -5.7036, 2.8588], [2.9824, -5.7982, 2.7003], [4.8401, -6.3286, 3.8803], [4.9833, -4.9677, 2.0272], [5.8286, -6.2672, 4.0316], [4.2838, -6.8770, 4.5095], [4.5357, -4.4964, 1.2639], [5.9749, -4.8777, 2.1395], [-1.6012, -7.9981, 5.3904], [-1.3979, -6.8084, 5.2299], [-2.8425, -8.4962, 5.6675], [-0.6041, -8.9319, 5.3067], [-3.0344, -9.4698, 5.8039], [-3.5946, -7.8361, 5.7356], [0.3191, -8.5977, 5.1039], [-0.7494, -9.9147, 5.4351], [-5.1527, 6.6329, -2.6840], [-4.3218, 6.2900, -1.8641], [-6.4626, 6.2470, -2.6066], [-4.8440, 7.4321, -3.7504], [-7.1628, 6.5167, -3.2702], [-6.7212, 5.6595, -1.8363], [-3.8911, 7.7319, -3.8358], [-5.5110, 7.7264, -4.4374]], "multiplicity": 1, "orbital_gap_ha": 0.309}



{"formula": "C12H38ClO11", "method": "ωB97M-V/def2-TZVPD", "symbols": ["Cl", "O", "O", "O", "O", "O", "H", "H", "O", "H", "H", "O", "H", "H", "C", "C", "C", "O", "H", "H", "H", "H", "H", "H", "H", "H", "C", "C", "C", "O", "H", "H", "H", "H", "H", "H", "H", "H", "C", "C", "C", "O", "H", "H", "H", "H", "H", "H", "H", "H", "C", "C", "C", "O", "H", "H", "H", "H", "H", "H", "H", "H"], "xyz": [[1.1273, 0.7532, 0.8710], [2.5276, 0.7839, 0.6715], [0.7065, 1.9095, 1.5905], [0.5636, 0.6834, -0.4360], [0.8409, -0.3263, 1.7569], [-3.6890, 4.1628, 2.3027], [-2.9002, 3.7758, 2.6825], [-3.7190, 3.8190, 1.4099], [-1.9348, 2.1210, 4.9392], [-1.1178, 2.6189, 4.9083], [-1.6841, 1.2327, 4.6856], [1.7879, 0.1580, 5.9105], [1.6929, -0.7848, 6.0458], [1.8965, 0.2548, 4.9644], [-5.9102, 2.1415, -1.7961], [-4.4822, 1.6509, -1.8542], [-4.2565, 0.8591, -3.1832], [-3.5299, 2.6575, -1.6898], [-6.1218, 2.6997, -2.7081], [-5.9872, 2.8942, -1.0114], [-6.6467, 1.3381, -1.7830], [-4.4313, 0.8694, -1.0961], [-4.4676, -0.2090, -3.2361], [-3.1719, 0.8640, -3.2912], [-4.6072, 1.3836, -4.0719], [-2.6706, 2.2992, -1.4557], [-2.9897, -5.2898, -0.5555], [-3.7936, -4.0254, -0.8493], [-5.2502, -4.3581, -0.8797], [-3.5094, -3.1443, 0.1642], [-3.3242, -5.5972, 0.4353], [-1.9276, -5.0891, -0.6961], [-3.2895, -6.1501, -1.1540], [-3.5494, -3.5798, -1.8136], [-5.4391, -4.9804, -0.0050], [-5.6880, -4.9232, -1.7026], [-5.9622, -3.5390, -0.7787], [-2.6264, -2.7779, 0.0758], [5.9395, 4.1253, 2.0143], [5.3171, 4.4454, 3.3522], [4.5128, 5.7749, 3.4981], [4.4380, 3.3806, 3.5546], [6.7862, 3.4390, 2.0199], [6.2799, 5.1036, 1.6750], [5.2881, 3.9154, 1.1659], [6.0672, 4.5146, 4.1400], [4.2011, 5.8072, 4.5421], [3.6405, 5.7404, 2.8455], [5.1048, 6.6552, 3.2480], [3.9912, 3.1891, 2.7267], [4.2169, -2.4318, -3.5626], [3.3717, -3.6349, -3.7809], [4.1665, -4.8864, -3.5810], [2.1815, -3.5838, -2.9679], [4.9992, -2.4236, -4.3217], [4.6785, -2.3321, -2.5802], [3.7307, -1.4680, -3.7132], [3.1932, -3.6443, -4.8562], [3.4823, -5.7201, -3.7390], [4.5118, -4.9461, -2.5489], [4.9835, -5.1746, -4.2424], [2.4519, -3.0005, -2.2550]], "multiplicity": 1, "total_charge": -1, "orbital_gap_ha": 0.322, "e_above_lowest_kcal_mol": 73.5}



{"formula": "C12H38N4O6", "method": "ωB97M-V/def2-TZVPD", "symbols": ["C", "O", "C", "C", "C", "N", "H", "H", "H", "H", "H", "H", "H", "H", "H", "H", "H", "C", "O", "C", "C", "C", "N", "H", "H", "H", "H", "H", "H", "H", "H", "H", "H", "H", "N", "C", "N", "O", "H", "H", "H", "H", "C", "O", "H", "H", "H", "H", "C", "O", "H", "H", "H", "H", "C", "O", "H", "H", "H", "H"], "xyz": [[-24.0110, -6.8660, -13.8320], [-23.1135, -5.7966, -13.7887], [-22.5762, -5.4758, -15.0525], [-21.6894, -6.5300, -15.6714], [-20.6192, -7.0321, -14.7195], [-21.0326, -5.8945, -16.8369], [-24.5440, -6.9215, -12.8854], [-23.5161, -7.8266, -14.0298], [-24.7688, -6.7451, -14.6256], [-23.3918, -5.2565, -15.7621], [-21.9722, -4.5760, -14.9427], [-22.2383, -7.4139, -16.0298], [-19.9978, -7.8108, -15.1625], [-21.0753, -7.4721, -13.8260], [-19.9920, -6.2082, -14.3678], [-21.7330, -5.7471, -17.5611], [-20.3959, -6.5774, -17.2534], [-16.7001, -6.1474, -14.3416], [-16.1792, -4.9984, -14.9579], [-15.0263, -4.5409, -14.3116], [-14.5051, -3.2680, -14.9696], [-14.4315, -3.3415, -16.4734], [-13.1457, -3.0070, -14.4343], [-17.5597, -6.4920, -14.9094], [-16.9992, -5.9277, -13.3087], [-15.9713, -6.9683, -14.3208], [-15.2050, -4.3444, -13.2415], [-14.2355, -5.3102, -14.3435], [-15.1791, -2.4407, -14.7122], [-14.3114, -2.3483, -16.9132], [-15.3488, -3.7529, -16.9008], [-13.6216, -3.9776, -16.8430], [-13.2191, -2.7632, -13.4489], [-12.8252, -2.1453, -14.8710], [-15.1303, -6.7044, -17.6376], [-15.2518, -7.9323, -17.0323], [-14.0952, -8.6690, -16.9154], [-16.3511, -8.3896, -16.7424], [-15.9566, -6.1312, -17.6492], [-14.2544, -6.2270, -17.7498], [-13.2399, -8.2620, -17.2392], [-14.2600, -9.6386, -16.7268], [-18.3290, -8.3458, -19.0347], [-18.7298, -7.4365, -18.0221], [-17.3154, -8.0790, -19.3312], [-18.3760, -9.3960, -18.7177], [-19.0179, -8.3531, -19.8799], [-18.0499, -7.5099, -17.3369], [-15.8488, -12.6516, -18.2727], [-17.0302, -11.9037, -18.4697], [-15.0034, -12.0434, -17.9297], [-15.9881, -13.4909, -17.5816], [-15.5552, -13.0818, -19.2306], [-17.2484, -11.4634, -17.6429], [-16.0998, -5.9338, -21.4376], [-16.1818, -7.2557, -21.9963], [-17.0395, -5.3964, -21.6083], [-15.9852, -6.0822, -20.3683], [-15.2943, -5.3456, -21.8786], [-16.1799, -7.1541, -22.9516]], "multiplicity": 1, "smiles": "COC[C@H](C)N.COC[C@H](C)N.NC(N)=O.CO.CO.CO", "orbital_gap_ha": 0.340, "e_above_lowest_kcal_mol": 0.0}



{"formula": "C12H39F2N2O9PSi2", "method": "ωB97M-V/def2-TZVPD", "symbols": ["C", "C", "C", "C", "C", "C", "Si", "O", "Si", "N", "N", "C", "O", "F", "C", "O", "F", "P", "C", "C", "C", "C", "H", "H", "H", "H", "H", "H", "H", "H", "H", "H", "H", "H", "H", "H", "H", "H", "H", "H", "H", "H", "H", "H", "H", "H", "H", "H", "H", "O", "H", "H", "O", "H", "H", "O", "H", "H", "O", "H", "H", "O", "H", "H", "O", "H", "H"], "xyz": [[5.4778, 3.0666, -0.2947], [5.0462, 1.6944, -0.8319], [3.9563, 1.0812, 0.0633], [4.1376, -0.4452, 0.2125], [2.8053, -1.1752, 0.1158], [1.7813, -0.6972, 1.1576], [0.4546, -2.0098, 1.3601], [-1.1437, -1.4278, 1.2479], [-1.6906, -0.7810, -0.1541], [-0.7062, 0.5611, -0.7067], [-1.8258, -1.9511, -1.5169], [-0.7429, -1.8979, -2.4202], [0.2498, -2.5596, -2.4700], [-0.9545, -0.9146, -3.2959], [-2.1809, -3.2675, -1.1132], [-3.3350, -3.5923, -0.9368], [-1.1985, -4.1304, -0.8956], [-3.7730, -0.1092, 0.2651], [-4.5762, 0.1123, -1.3920], [-4.4547, 1.5276, -1.9935], [-3.7022, 1.5029, 1.1801], [-3.7540, 1.1925, 2.6721], [6.0737, 3.5552, -1.0519], [6.0104, 2.9251, 0.6329], [4.5842, 3.6173, -0.0715], [5.8989, 1.0406, -0.9607], [4.6291, 1.8631, -1.8159], [3.0112, 1.2129, -0.4506], [3.9315, 1.5632, 1.0278], [4.6505, -0.6942, 1.1351], [4.7575, -0.7824, -0.6070], [2.9667, -2.2352, 0.2819], [2.4309, -1.0408, -0.8921], [2.3192, -0.6283, 2.0983], [1.4034, 0.2935, 0.9476], [0.5835, -2.5632, 2.7239], [0.6897, -3.1503, 0.4542], [-1.2475, 1.0356, -1.4226], [-0.7059, 1.2188, 0.0656], [-5.6279, -0.1062, -1.2862], [-4.1385, -0.6063, -2.0649], [-5.2916, 2.1184, -1.6655], [-4.4815, 1.4453, -3.0717], [-3.5245, 2.0125, -1.7305], [-4.5927, 2.0621, 0.9280], [-2.8259, 2.0812, 0.9086], [-4.6775, 0.6718, 2.8804], [-3.7687, 2.0996, 3.2603], [-2.9387, 0.5532, 2.9828], [-6.1062, 3.6691, 0.2601], [-6.3793, 4.0997, 1.0759], [-6.5401, 4.1758, -0.4328], [7.4005, 4.0406, 2.2574], [6.9870, 4.8772, 2.4890], [8.1953, 4.0092, 2.7977], [-1.2688, -5.2528, 2.6278], [-1.0599, -4.9956, 1.7237], [-2.2101, -5.4494, 2.6045], [-3.5590, -1.2587, -4.6615], [-2.6738, -1.2238, -5.0342], [-3.4171, -1.4728, -3.7353], [3.3240, 4.1744, -2.0107], [3.5960, 3.9586, -2.9077], [2.4622, 3.7561, -1.9200], [0.7984, -7.5455, 3.7061], [0.2130, -8.1085, 4.2182], [0.2472, -6.7959, 3.4524]], "multiplicity": 1, "orbital_gap_ha": 0.301}



{"formula": "C12H40AgN3O13", "method": "ωB97M-V/def2-TZVPD", "symbols": ["Ag", "C", "C", "C", "O", "H", "H", "H", "H", "H", "H", "H", "C", "O", "H", "H", "H", "H", "C", "O", "H", "H", "H", "H", "C", "O", "H", "H", "H", "H", "C", "O", "H", "H", "H", "H", "C", "O", "H", "H", "H", "H", "C", "O", "H", "H", "H", "H", "C", "N", "O", "O", "H", "H", "H", "C", "N", "O", "O", "H", "H", "H", "C", "N", "O", "O", "H", "H", "H"], "xyz": [[1.1453, -3.1878, -0.3205], [-0.1675, 0.1004, -0.2703], [1.2361, -0.2323, 0.3852], [1.1331, -0.6191, 1.8377], [1.7421, -1.1715, -0.4858], [-0.7986, 0.7733, 0.3144], [-0.7020, -0.7972, -0.5756], [0.0218, 0.5063, -1.2564], [1.8138, 0.6781, 0.3437], [0.4213, -0.0430, 2.3690], [2.1887, -0.5649, 2.1703], [0.8323, -1.6531, 1.9567], [1.0619, -6.1888, 0.7761], [2.0596, -5.2379, 0.2877], [1.4345, -7.2169, 0.6705], [0.6421, -5.9493, 1.7843], [0.2901, -6.1242, -0.0104], [2.9480, -5.5277, 0.5378], [2.6673, 3.1583, -1.6364], [1.4319, 2.4706, -1.6146], [2.7163, 3.9680, -2.4106], [2.6996, 3.6185, -0.6170], [3.4782, 2.4628, -1.7779], [1.0627, 2.4627, -2.5293], [5.7120, -1.5777, -0.1640], [4.6794, -2.1762, -1.0339], [6.5767, -2.2636, -0.2004], [5.9017, -0.5500, -0.5066], [5.3804, -1.5088, 0.8493], [4.2401, -2.9144, -0.6017], [0.7436, 1.0778, -5.4783], [0.5110, 1.1705, -4.0883], [0.3879, 1.9910, -5.9189], [1.7835, 1.0504, -5.7081], [0.3387, 0.1757, -5.9225], [1.1565, 0.5936, -3.6540], [-0.8666, -3.3247, -2.8367], [-0.9695, -3.7203, -1.4355], [-0.4042, -2.3471, -3.0005], [-0.3844, -4.1609, -3.3355], [-1.8772, -3.2979, -3.2916], [-1.8114, -3.4214, -1.0252], [-4.3938, -3.8333, -0.1434], [-3.3094, -2.9463, -0.0641], [-5.2562, -3.4416, 0.3284], [-4.5400, -4.0930, -1.2069], [-4.1239, -4.7608, 0.3573], [-3.5177, -2.1878, 0.4894], [0.8960, 3.2674, 5.7649], [0.3307, 1.9664, 5.3232], [0.0557, 1.8912, 4.1284], [0.2918, 1.0609, 6.0978], [0.3381, 4.0758, 5.2666], [1.9132, 3.2220, 5.3876], [0.8393, 3.3298, 6.8584], [-4.2197, 3.8425, -2.0360], [-4.7112, 3.4526, -0.6560], [-5.8753, 3.7073, -0.4012], [-3.8741, 2.9467, 0.0687], [-4.9212, 4.5338, -2.3939], [-4.2901, 2.9467, -2.6440], [-3.1614, 4.0795, -1.9857], [-2.0911, 3.7464, 3.0783], [-0.8429, 3.8583, 2.2934], [-0.6499, 2.9271, 1.4958], [-0.1028, 4.8008, 2.4203], [-2.8553, 3.9956, 2.3402], [-2.1564, 4.4061, 3.8981], [-2.2287, 2.7244, 3.3584]], "multiplicity": 2, "total_charge": 1, "orbital_gap_ha": [0.346, 0.261]}



{"formula": "C12H40B2IN12O9S", "method": "ωB97M-V/def2-TZVPD", "symbols": ["C", "C", "O", "C", "C", "O", "C", "B", "S", "I", "B", "C", "O", "H", "H", "H", "H", "H", "H", "H", "H", "H", "H", "H", "H", "H", "H", "H", "H", "C", "O", "N", "N", "H", "H", "H", "H", "C", "O", "N", "N", "H", "H", "H", "H", "C", "O", "N", "N", "H", "H", "H", "H", "C", "O", "N", "N", "H", "H", "H", "H", "C", "O", "N", "N", "H", "H", "H", "H", "C", "O", "N", "N", "H", "H", "H", "H"], "xyz": [[6.8708, -2.9963, 2.0852], [5.5259, -2.2044, 2.1507], [5.7135, -0.9301, 2.7705], [4.6166, -0.0692, 2.5528], [3.2621, -0.5715, 3.1103], [2.2028, 0.0801, 2.4135], [0.9441, -0.3752, 2.9819], [0.0807, -1.3548, 1.9508], [-1.1437, -0.2578, 0.9626], [1.4096, -2.3726, 0.4807], [-0.8333, -2.4022, 2.8893], [-1.1770, -3.9439, 2.5598], [-1.3787, -1.9538, 4.1310], [7.0786, -3.2539, 1.0322], [7.6981, -2.4316, 2.5400], [6.7341, -3.9538, 2.6162], [4.8583, -2.7922, 2.8090], [5.0758, -2.0789, 1.1505], [4.8542, 0.8697, 3.0883], [4.4997, 0.2282, 1.4876], [3.1012, -1.6574, 3.0045], [3.2244, -0.3222, 4.1924], [1.1080, -0.9791, 3.8964], [0.3095, 0.4832, 3.2831], [-2.0658, -1.1638, 0.5045], [-1.2694, -4.4581, 3.5445], [-2.1331, -4.0573, 2.0193], [-0.3587, -4.4608, 2.0314], [-1.5252, -1.0059, 4.0827], [-2.5238, -1.5711, -2.8440], [-3.0940, -1.6747, -1.7629], [-2.2126, -2.6578, -3.6100], [-2.1538, -0.3764, -3.3640], [-1.7422, -2.5986, -4.4920], [-2.4615, -3.5592, -3.2502], [-2.3594, 0.4411, -2.8203], [-1.6793, -0.2679, -4.2401], [-2.2438, 4.1275, 0.5200], [-2.7251, 5.2495, 0.3918], [-0.8997, 3.9106, 0.5652], [-2.9995, 3.0079, 0.6290], [-0.4884, 2.9995, 0.6704], [-0.3033, 4.7120, 0.4892], [-3.9956, 3.1160, 0.6014], [-2.6033, 2.0905, 0.7345], [-5.2288, 7.6070, -0.9223], [-4.7231, 7.0388, -1.8754], [-6.2425, 8.5173, -1.0749], [-4.8398, 7.3941, 0.3657], [-6.6774, 8.9990, -0.3125], [-6.5562, 8.6998, -2.0089], [-4.0948, 6.7297, 0.5365], [-5.2551, 7.8618, 1.1475], [5.9034, -1.8839, -1.5191], [5.5606, -2.9951, -1.1514], [5.0565, -0.8165, -1.5402], [7.1774, -1.6179, -1.9420], [5.3288, 0.0993, -1.8394], [4.1080, -0.9680, -1.2343], [7.8285, -2.3797, -1.9386], [7.4857, -0.7154, -2.2473], [-6.1262, -3.9707, -0.6085], [-6.3458, -3.1530, 0.2697], [-6.8416, -5.1352, -0.7123], [-5.1620, -3.8001, -1.5541], [-6.6833, -5.8240, -1.4212], [-7.5593, -5.2933, -0.0310], [-4.6033, -2.9530, -1.5168], [-4.9797, -4.4667, -2.2785], [1.0740, 1.7104, -3.4243], [0.4590, 0.8971, -4.0990], [1.5942, 2.8560, -3.9586], [1.2886, 1.5430, -2.0935], [2.0989, 3.5382, -3.4271], [1.4513, 3.0104, -4.9385], [0.9184, 0.7085, -1.6647], [1.7876, 2.1987, -1.5242]], "multiplicity": 1, "total_charge": -1, "orbital_gap_ha": 0.253, "e_above_lowest_kcal_mol": 0.0}



What did we get for largest force on an atom? Answer: 1.8, 3.0, 1.5, 3.4, 2.2, 1.3 eV/Å, in the order shown.